No. 1
The following is a DFT calculation (wB97M-V/def2-TZVPD) of a molecular structure, C24H44N6O4P2RhS.

Each line ends with the Mulliken spin population.
Cartesian coordinates (Å):
N1 -1.79140 -3.21250 -1.35146  0.00
C1 3.06076 0.92851 3.54144  0.00
H1 0.29985 4.08274 -3.38948  0.00
H2 -3.69110 2.43337 -2.38441  0.00
H3 1.49382 -1.76299 5.84151  0.00
C2 -1.80779 2.60871 3.68152  0.00
H4 -0.43212 -0.91477 -4.98156  0.00
C3 -2.16107 3.60903 5.84091  0.00
C4 -0.45231 2.55038 3.96607  0.01
H5 -0.82572 0.41427 2.15561  0.01
N2 1.90527 -2.32287 0.02068  0.19
C5 -1.68885 3.15144 -2.02202  0.01
H6 0.95920 -4.08528 -0.66659  0.00
H7 -2.75206 1.50933 -1.19989  0.00
C6 3.87703 0.04580 4.23920  0.00
H8 3.94622 -1.60024 5.60600  0.00
C7 -0.97026 -0.46909 -4.14370  0.00
H9 -2.42291 -2.41745 0.49396  0.00
O1 1.70226 -0.00753 -1.16603  0.06
C8 -0.44047 4.85101 -3.19433  0.00
P1 -1.20280 -1.81680 -1.87427  0.02
O2 -1.22574 -0.71902 -0.87040  0.04
C9 -2.79666 -2.14798 -4.06391  0.00
H10 0.98927 -3.86793 1.08896  0.01
C10 -2.66454 3.13726 4.63832  0.00
C11 2.67068 -1.74578 1.13764  -0.01
H11 -2.19417 2.25681 2.73458  0.00
H12 -0.26542 0.07533 -3.51317  0.00
H13 -3.09012 4.89260 -4.18505  0.00
C12 1.10084 -0.14096 4.50326  0.00
H14 -3.77562 4.61635 -2.56997  0.00
H15 -2.68528 -4.79194 -2.44155  0.00
C13 3.05378 -3.16528 -3.06624  -0.02
H16 3.59968 -2.29954 1.27945  0.01
N3 -1.69822 4.24323 -2.74926  0.02
O3 -0.56649 2.63620 -1.69819  0.09
H17 -1.69050 0.24950 -4.53498  0.00
N4 -1.67706 -1.49439 -3.37136  0.00
H18 0.02586 -0.17879 4.63664  0.00
H19 3.48996 1.70460 2.91908  0.00
H20 3.84006 -3.79114 -2.63103  0.03
H21 -2.01800 -4.14716 0.51589  0.00
H22 4.05656 -0.19976 -1.75732  0.00
H23 -1.10926 -4.26783 -3.05024  0.00
H24 5.03307 -1.69773 -1.97174  0.03
H25 1.13447 2.98504 5.36560  0.00
H26 2.07542 -1.81319 2.04973  0.01
H27 2.09819 -3.67735 -3.04400  0.01
H28 -2.76490 6.02873 -2.86690  0.00
C14 -2.91125 4.97853 -3.11381  0.00
H29 -0.06140 5.53408 -2.43428  0.00
H30 -0.40744 3.93396 7.03705  0.00
O4 0.47795 -2.10294 -2.12775  0.00
C15 3.30857 -0.92458 5.05144  0.00
H31 4.95266 0.13187 4.16462  0.00
C16 0.07192 3.02861 5.16149  0.00
N5 2.99217 -1.90498 -2.35695  0.73
P2 1.65245 -1.47550 -1.33375  -0.03
H32 3.34289 -2.96285 -4.10223  0.04
C17 1.68385 0.81903 3.68132  0.02
C18 -2.48386 -3.34813 -0.06179  0.00
H33 -1.21467 -5.21987 -1.55656  0.00
C19 1.92462 -1.01982 5.18410  0.00
N6 -0.18638 1.05429 1.69224  0.15
S1 0.69375 1.94811 2.73876  0.01
H34 -3.42677 3.09334 -0.77339  0.00
H35 -3.53225 -3.59904 -0.22266  0.00
C20 -1.69584 -4.44023 -2.14870  0.00
H36 -0.63784 5.40910 -4.10568  0.00
C21 1.56223 -3.74092 0.16973  -0.02
H37 -3.72638 3.18229 4.43914  0.00
H38 -2.83289 4.02037 6.58176  0.00
C22 4.19615 -1.09982 -2.34553  -0.02
H39 2.46857 -4.34429 0.24155  0.00
C23 -0.79640 3.55964 6.10024  0.00
H40 -3.41178 -1.38183 -4.53316  0.00
C24 -2.96903 2.50879 -1.57353  0.00
H41 -3.41677 -2.69055 -3.35621  0.00
H42 2.88982 -0.69925 0.94446  0.00
Rh1 -0.05272 1.15899 -0.32278  2.54
H43 -2.43753 -2.83021 -4.83495  0.00
H44 4.43223 -0.83114 -3.38121  0.04

Summary:
- 2S+1: 5
- Total charge: +3
- Expectation value of S²: 6.01
- Relative energy (zero: lowest compared OMol25 entry of this formula, charge and spin): 0.000 eV
- F_max: 0.141 eV Å⁻¹
- Total energy: -2761.046785 Ha
- HOMO energy (alpha / beta): -0.5905 / -0.5903 Ha

---

No. 2
The following is a DFT calculation (wB97M-V/def2-TZVPD) of a molecular structure, C24H44P2Pt.

Each line ends with the Mulliken spin population.
Cartesian coordinates (Å):
C1 0.72634 -2.74733 -0.98461  0.02
H1 1.46322 2.15601 -7.15184  0.02
C2 -0.52611 2.17733 -6.31803  -0.01
H2 -2.47232 -2.31903 -2.40336  -0.01
H3 0.99777 -3.70192 -0.49625  0.03
C3 -2.19450 -2.16792 0.25683  0.02
C4 0.06824 -0.65252 -6.29489  0.06
H4 -0.88024 3.22170 -6.39340  0.00
C5 -1.28736 1.57208 -5.13207  0.08
C6 -2.14110 0.30671 -5.33020  0.04
H5 -1.71906 -1.02703 3.55945  0.03
H6 -3.62446 -2.41772 -3.76400  0.02
H7 3.81815 2.84970 -1.30485  0.00
H8 0.43170 -1.67479 -6.47580  -0.01
H9 -1.85069 2.37364 -4.65387  0.00
H10 -0.78378 1.64607 -7.24346  0.01
H11 0.50494 3.18379 -2.22348  0.00
C7 2.78108 -1.01279 0.62183  0.00
P1 2.57145 2.08762 -3.26129  0.18
H12 3.22971 -0.04717 0.87962  0.01
H13 -4.21799 0.42662 -2.30866  0.00
H14 0.32650 3.03204 -3.95566  0.01
H15 -2.50890 -2.88815 1.01954  0.02
H16 0.37961 -0.13804 -7.20240  0.01
Pt1 -0.27583 0.79729 -3.63276  0.18
H17 1.36562 -0.45598 3.78804  0.03
H18 2.96488 4.10558 -2.30210  0.00
H19 3.58165 0.29295 -1.83993  0.00
C8 0.60764 -0.28683 1.80849  0.34
H20 -1.70240 0.70314 3.13663  0.01
H21 -2.82025 -0.41120 2.29400  0.00
H22 2.66644 0.97812 -5.45402  0.02
H23 -0.10984 -2.95518 -1.67491  0.00
C9 0.80824 -0.07147 -5.08534  -0.13
H24 1.32603 3.19511 -5.82596  0.03
C10 -3.43254 0.91663 -2.88546  0.00
H25 -1.85772 -0.58028 -7.29102  0.00
C11 -1.46609 -0.69798 -6.26738  0.00
H26 -3.19011 0.47194 -5.64144  0.02
H27 1.60992 -2.43221 -1.56681  0.00
C12 1.24218 0.32734 3.00420  0.01
H28 2.05691 3.15815 -1.09383  0.01
H29 0.62243 1.13492 3.43622  0.01
H30 -3.85303 1.63598 -3.60099  0.00
H31 3.05476 -1.28570 -0.39951  0.00
C13 0.76524 2.54127 -3.08590  0.38
H32 3.82200 0.00170 -3.55696  0.00
C14 3.07899 0.28972 -2.80630  0.06
C15 -0.92272 -1.51626 0.61161  0.45
C16 2.89134 3.13093 -1.80575  0.09
C17 -2.60882 -2.10556 -3.47518  0.04
C18 1.30825 -0.96769 0.77330  0.37
H33 -1.75286 -1.71168 -5.97512  0.00
C19 1.58419 1.16207 -5.26055  0.59
C20 -1.81036 -0.31125 2.71945  0.01
H34 3.20631 -1.76956 1.29644  0.03
C21 -0.77475 -0.60629 1.69571  0.28
C22 0.36879 -1.75005 0.05342  0.29
C23 1.00543 2.20976 -6.16125  -0.05
H35 -2.76961 1.47002 -2.19842  0.01
H36 -1.89967 -2.74550 -4.01674  -0.01
H37 -2.99958 -1.43363 0.15905  0.01
H38 0.34775 0.89204 -1.07427  -0.01
H39 -2.08846 -2.70846 -0.67759  0.00
H40 -0.93820 2.09539 -1.20490  0.01
H41 2.24308 0.72317 2.75269  0.00
H42 2.31192 -0.49247 -2.80146  0.00
H43 -1.36370 0.36694 -1.07696  -0.01
P2 -2.36238 -0.34887 -3.65301  0.21
C24 -0.64463 1.08354 -1.49493  0.18
H44 1.51635 -0.83782 -4.75773  0.00

Summary:
- 2S+1: 5
- Total charge: +2
- Expectation value of S²: 6.05
- F_max: 6.658 eV Å⁻¹
- Total energy: -1742.012036 Ha
- HOMO energy (alpha / beta): -0.4279 / -0.4809 Ha

---

No. 3
The following is a DFT calculation (wB97M-V/def2-TZVPD) of a molecular structure, C24H45BBe2ClF3N6O7P.

Each line ends with the Löwdin charge.
Cartesian coordinates (Å):
H1 -1.25871 -0.59501 6.29070  0.08
C1 -4.79467 -1.49150 0.18421  -0.06
C2 1.42365 0.29172 0.50103  -0.16
C3 -0.05862 3.49877 -5.80316  -0.27
H2 -0.58196 3.82830 -4.89036  0.10
N1 -0.29886 2.01219 4.82955  0.12
C4 2.45763 0.05603 1.62453  -0.16
H3 -5.33797 -0.72139 -0.36196  0.09
H4 -0.53068 -1.40430 -0.02723  0.10
H5 -0.30410 1.42327 1.07967  0.14
C5 -3.29804 -1.37962 -0.22298  -0.54
H6 -4.87003 -1.23781 1.24482  0.10
C6 -2.45751 -0.41400 0.70447  -0.37
C7 0.97335 1.45760 -4.90367  -0.24
C8 -3.92336 1.74085 3.08100  -0.17
C9 6.37968 -3.24235 0.02470  -0.39
H7 -0.97317 0.30637 -6.27126  0.11
H8 2.83819 -1.82859 0.71239  0.11
H9 1.98377 1.81894 -5.10687  0.10
H10 1.47663 -0.53481 -0.21690  0.10
H11 2.98793 0.99094 1.78371  0.12
H12 -4.43111 0.77532 2.99973  0.11
H13 1.67326 1.21370 -0.01559  0.12
Be1 -0.86561 -2.86789 0.05280  0.78
O1 -0.09670 -0.87627 9.42548  -0.12
H14 -0.18506 -0.23891 8.69266  -0.06
H15 -0.67878 3.81639 -6.64411  0.12
H16 -2.83855 2.85947 1.65941  0.13
C10 -2.83783 1.82237 1.99881  -0.18
C11 -2.22761 1.46446 -4.95611  -0.09
H17 -1.95294 0.85485 -4.09529  0.00
H18 -1.62946 1.73642 -6.99511  0.12
N2 -0.61984 0.19102 6.21371  0.12
H19 -5.21428 -2.50462 -0.03329  0.03
H20 -0.12966 1.04965 -3.05036  0.03
C12 -2.35465 -1.07421 2.01079  -0.20
H21 -0.01038 -0.01789 2.07112  0.11
O2 5.81798 -5.39803 0.62118  0.26
F1 3.77364 -5.03415 -0.53423  0.19
C13 -3.28660 1.84857 4.46822  -0.18
H22 1.02249 0.38302 -5.09706  0.12
C14 3.42827 -1.04601 1.18992  -0.24
H23 1.97351 -0.22269 2.55919  0.12
H24 5.67392 -1.17849 3.46127  0.09
C15 -1.01525 -0.31098 0.16267  -0.11
Cl1 -4.51614 -2.01382 -2.89728  0.53
F2 5.55833 -5.82005 -1.69151  0.22
H25 -0.99269 0.17387 -0.81291  0.12
O3 5.61983 -3.58196 -0.91052  0.27
C16 -2.77282 -2.66957 -0.10333  -0.18
O4 6.93873 -2.09388 0.11191  -0.01
F3 -5.46986 -3.50993 -1.15578  -0.66
H26 1.09568 5.30606 -5.94448  0.08
H27 1.57353 1.42978 -2.82216  0.06
N3 0.07804 2.05437 -5.87339  -0.20
H28 -2.76800 0.00836 5.13380  0.11
B1 5.13606 -5.04398 -0.66493  -1.00
P1 -3.19476 -0.85957 -2.06535  0.60
C17 4.80015 -0.70019 3.02821  -0.09
C18 -3.09640 0.99369 0.73390  -0.11
H29 -1.57844 -2.35976 -2.44003  0.05
Be2 8.41057 -2.45591 -0.70927  0.83
H30 -2.38192 2.49112 -4.62304  0.07
H31 -2.80978 2.82149 4.56612  0.12
O5 -1.75104 -1.42181 -2.63020  -0.34
H32 -4.67825 2.51086 2.93985  0.12
C19 1.27107 4.23155 -5.89470  -0.09
H33 -2.65759 1.54729 -0.09670  0.12
H34 4.17107 -0.59871 0.52073  0.13
C20 0.68489 1.68460 -3.40705  -0.08
H35 -4.07301 1.80074 5.21964  0.13
N4 -2.25439 -3.70172 0.17727  0.31
H36 1.90516 4.04733 -5.02609  0.06
H37 1.81685 3.93551 -6.79066  0.08
H38 -0.73014 2.53746 4.07320  0.02
C21 -1.18156 1.36084 -6.07122  -0.24
O6 7.21230 -4.31612 2.03015  0.18
H39 0.43598 2.72391 -3.18799  0.07
H40 4.17964 -0.29146 3.82415  0.09
N5 -2.31464 0.75922 4.63088  0.01
H41 -4.16446 0.96340 0.54242  0.13
H42 5.16605 0.11311 2.39817  0.09
N6 -2.20963 -1.75102 2.91641  0.26
C22 -1.06707 1.06105 5.19431  -0.56
O7 4.08521 -1.67547 2.27239  -0.18
C23 -0.01601 0.37253 1.05616  -0.16
H43 -1.86222 1.64904 2.44256  0.07
H44 -3.18851 1.09181 -5.31696  0.08
H45 0.23189 -0.22880 5.85146  0.09
C24 6.53638 -4.39592 1.04965  -0.42

Summary:
- 2S+1: 1
- Total charge: +1
- F_max: 3.297 eV Å⁻¹
- Total energy: -2951.624824 Ha
- HOMO energy: -0.3396 Ha